This record from OMol25 describes 2 unconnected molecules or ions with the total composition C5H13NO3 in a non-equilibrium geometry. The level of theory is ωB97M-V with the def2-TZVPD basis set.

ORCA input file:
```
! wB97M-V def2-TZVPD RIJCOSX def2/J DEFGRID3
* xyz -2 1
H 0.90637 1.67297 -2.21711
O -0.92007 1.01778 -2.83500
H 2.19580 0.17626 2.76080
H -2.08449 0.24255 2.63811
H 1.42389 1.10984 0.61659
C 1.01949 -0.85443 -0.22398
H 2.00460 -1.37809 -0.31700
H -0.43594 1.40211 -0.98752
H 0.39124 -1.74630 -0.06909
C 0.09798 1.02046 -1.86228
C 1.25738 -0.31440 2.34239
C 0.95183 0.14212 0.89408
H -0.04658 0.57253 1.02014
H -2.01848 0.79467 1.34251
O 0.18094 -0.07749 3.19318
O -2.60588 0.89368 2.10996
H -0.74688 -1.83982 -1.67332
H 1.53860 -0.53015 -2.37188
C 0.68711 -0.46984 -1.68878
H -0.84898 -0.71169 -2.87831
H 1.27456 -1.43305 2.34894
N -0.17884 -1.41538 -2.42996
*
```

Energy relative to the best compared isomer or geometry (same formula, charge and spin): 0.858 eV
LUMO energy: 6.94 eV
Orbital gap: 6.82 eV

This record from OMol25 describes 14 unconnected molecules or ions with the total composition C46H84O22 in a non-equilibrium geometry. The level of theory is ωB97M-V with the def2-TZVPD basis set.

ORCA input file:
```
! wB97M-V def2-TZVPD RIJCOSX def2/J DEFGRID3
* xyz 0 1
O -6.91101 -3.48188 -0.35270
H 6.60306 -1.48675 3.97066
H -4.43699 3.22413 0.29606
C -1.61449 3.32659 4.19005
H 4.11484 1.29385 0.57599
C -0.86042 -0.03982 0.64524
H -3.41261 -3.16348 2.39493
H -4.53362 3.29433 -5.48461
O 2.05663 -3.08211 4.55826
H -6.70707 2.80421 -1.74787
H -4.11458 -0.69446 -1.07477
C 0.90029 3.70795 1.05548
C 0.96835 -0.95625 4.45497
H 3.12505 2.22487 -0.61726
H -3.34041 4.28950 3.66425
H 3.65473 -0.31835 1.59082
H 2.67360 -5.33739 -1.64373
O -5.24461 0.51006 0.67733
C 1.21220 -3.46460 1.63897
H -2.32377 -2.28141 -0.49426
O 6.12985 4.46339 1.35333
H 1.91239 3.76334 1.43241
C -0.78989 3.26852 5.55865
H -4.59914 -2.74136 -3.27758
C -5.01885 -1.92907 -2.66154
H -4.21923 4.21039 -3.98904
H 2.28813 5.91848 0.45698
O -0.69828 5.51317 1.10065
O -4.58555 -1.41215 4.64025
H -0.42364 -0.91623 -5.57585
H 2.95394 -2.00590 -0.65273
C 0.35759 5.08817 0.73723
H -3.31099 -1.54986 1.74581
C 3.55466 -2.86062 -1.01281
C -3.51357 1.40614 -3.33633
O 0.96493 -5.42173 0.47723
C 1.96445 -1.96112 4.93876
O -6.27216 -2.28302 -2.18691
O 1.58759 -0.04997 0.68806
H 5.10705 2.88599 -1.81046
H 1.21525 -0.55166 3.46092
C -2.32297 4.61452 3.76689
H 1.44010 5.45976 -1.03779
O -2.69000 0.56876 -3.02426
H 5.93212 0.13471 -0.70765
H 0.89535 -1.81551 -4.65605
O 4.26088 3.35395 0.70213
H 4.94446 0.31776 -2.10091
H -5.87783 -2.99592 2.07549
H 0.23667 -2.48822 -6.14249
H 0.05819 -1.49731 -1.51162
O 0.50121 -3.21387 0.47159
C 4.31673 -0.54181 2.44047
C -6.17526 3.44472 -2.44516
H 0.02849 4.03237 5.55320
C 5.76978 0.80156 -1.55738
C 5.29021 2.17957 -1.01319
H -6.72083 4.27315 -2.85210
O -4.77417 1.50339 -2.87919
C -4.15428 -1.73936 -1.41663
H -1.16344 -1.00285 1.03787
H 3.29623 -0.41807 5.57655
H -6.74889 -2.21372 3.44897
C 2.60029 1.51668 -4.12604
C 2.94224 -1.54026 -6.36797
H 2.90542 -2.51159 -6.88225
O 5.57453 -2.00224 1.00284
H 3.29281 -1.79490 -5.37438
H -2.25237 -1.70446 -2.24989
H -0.41789 2.24787 5.65318
H -1.59975 0.26655 -0.10362
H 0.00300 0.16822 -1.94299
H -2.19760 5.47657 4.41716
H -4.57566 1.78265 3.42415
H 4.56294 -2.46463 -1.05988
H -3.37492 2.96650 1.71967
H 0.30563 -5.28990 2.36974
C 0.57215 -0.16412 0.02397
C -3.34858 -2.09943 2.67880
C 6.09763 -2.20045 3.30497
C -2.73323 -2.30497 -1.48056
C 2.98801 -1.39953 5.94990
H 2.35781 0.45522 -4.01212
H 2.57120 -1.15885 6.91596
C 1.32780 5.94333 -0.05328
H -6.05982 2.53921 2.74825
C 5.58843 3.59880 0.70593
H -6.24500 2.04381 -4.14447
O 1.78975 2.98622 -2.30558
H -1.87191 4.82480 2.82073
C 2.88367 -4.76660 -2.56465
H -5.36095 3.86586 -1.82856
C 1.59219 2.41911 -3.34705
H 1.04514 3.23676 0.07432
H 0.77400 -2.98296 2.49370
H 2.63540 -4.92855 3.32007
O 6.25830 2.81341 -0.16939
H 5.36158 -2.71540 3.93727
H 3.85481 -5.01513 -3.00109
H 3.60285 1.60832 -3.78102
H -0.80846 0.64445 1.50651
O -3.22761 2.47106 -4.21777
H 0.24288 3.11857 1.66713
C 1.17811 -4.98554 1.82456
H 3.55513 -3.66552 -0.32852
H -0.16233 1.80626 -4.49485
C 1.57758 -0.80297 -6.42006
H 3.75211 -0.95846 -6.79751
H 6.82027 -2.94127 2.95010
C -4.42952 3.20908 -4.43185
H 1.61347 -0.65329 -1.80785
H -0.34035 3.20814 -3.43336
C 3.00726 -3.31161 -2.32852
H -2.91400 -3.31472 -1.85712
H 0.54443 3.35906 -4.99906
C -5.91368 -2.13458 2.75185
H -6.12417 0.82101 3.08844
H -5.09700 -0.99293 -3.19797
O 2.63762 -2.52791 -3.21808
C 0.30824 2.71874 -4.14304
H -3.18338 1.94186 0.26932
H -2.44386 -1.97376 3.30705
H -0.02819 -1.40939 4.40615
H 2.45968 1.71766 -5.19739
H 3.69800 -0.86569 3.25215
H 2.32457 -6.52921 2.73467
C -4.92407 1.42243 1.37178
H 6.65040 0.91111 -2.18953
H 0.93875 6.96005 -0.13154
C -5.47709 2.56370 -3.54762
C -6.09550 -2.81563 -0.93702
C 0.38598 -4.39935 -0.22480
O -0.24085 -4.50035 -1.24484
C -4.60424 -1.83583 3.47178
O -1.68786 2.33428 3.55204
H -1.33982 3.46793 6.48094
O -4.88258 -2.53669 -0.42567
C 2.41569 -5.51304 2.44479
H 4.81839 0.35921 2.79913
C -3.91591 2.46472 0.89812
H -6.12695 -1.29363 2.07807
C 0.59573 -0.57748 -1.41780
H 3.82814 -2.05780 6.07858
H 2.25830 -3.12797 1.54440
H 3.17971 -5.34630 1.70786
C 4.05344 2.14171 -0.09075
H 2.23502 -4.94009 -3.40398
C -5.45966 1.63901 2.79748
C 0.46178 -1.54744 -5.62487
O 1.48700 0.28418 -6.96519
H 0.82159 -0.08536 5.08404
C 5.37158 -1.59770 2.13023
*
```

LUMO energy: 0.33 eV
Orbital gap: 9.66 eV

This record from OMol25 describes a molecular structure, C19H49BFNO12P3SSi2 in a non-equilibrium geometry. The level of theory is ωB97M-V with the def2-TZVPD basis set.

ORCA input file:
```
! wB97M-V def2-TZVPD RIJCOSX def2/J DEFGRID3
* xyz -1 1
H 2.85672 -1.19283 -8.90322
H 0.98126 -3.36724 -3.86353
H 4.45072 -1.48838 -0.55369
O 0.57961 -3.58798 -0.00398
C 4.54804 0.38418 -6.90678
C 1.87614 -1.63432 -8.73405
O 1.49506 -1.37601 -6.34342
H -2.11213 -1.57052 0.41465
P 1.92508 -3.40220 0.89249
O 1.50391 -2.50474 1.97404
H 3.93398 1.28487 -6.91308
H -1.10684 3.33819 0.98466
H 2.63878 -2.17246 -2.39523
O 2.52493 0.86915 -5.03928
C 5.16683 -3.29526 0.35981
C 0.76657 -2.40503 -3.39673
H -0.71478 -3.20630 1.58484
C 2.04917 -1.64549 -3.13803
H -0.43526 -1.09748 0.13574
H -3.29502 -0.40684 6.21806
H 0.10634 -1.85413 -4.06925
H -0.58805 3.70325 2.60261
H 2.02920 -2.67425 -8.44920
H -2.20344 0.74604 6.95336
O -4.25535 1.67526 1.26176
Si -3.09365 3.96526 2.21733
P -2.12341 5.78927 6.00310
H -1.40232 -3.99812 0.17244
C -1.30142 1.68036 2.29342
O -3.68245 3.91128 3.82568
C -1.37262 3.19066 2.03684
H -1.95848 5.60299 7.38985
Si -2.74930 3.76436 5.13903
H -2.22535 6.14574 -0.51196
H 6.32258 1.50303 -6.40078
B -3.01961 5.81399 1.37457
H 4.92514 -3.95760 1.19271
H -3.85747 6.43515 -0.42645
H 0.51881 -7.66591 0.55448
S -3.46731 7.19207 5.66458
C 0.77003 -6.65226 0.23904
H 0.24111 -2.57125 -2.45890
H 1.32701 -1.59211 -9.67556
H 5.19570 -3.90352 -0.54431
O -2.91157 6.99027 2.12462
H 2.33774 -6.68257 1.70827
H 1.01251 -5.59769 2.11870
H -4.56643 1.45028 4.15487
H 1.26185 0.18426 -7.72216
H 5.56203 0.67461 -5.02900
O 3.80809 -0.73360 -6.42455
C -5.08480 1.33920 5.11026
H 4.04029 -1.62788 1.15545
H 1.84319 -0.64459 -2.75288
H -3.12354 3.05571 7.41467
H -0.16186 -6.11589 0.07491
H 6.15619 -2.87249 0.53763
H -3.77293 7.41006 2.22500
P 2.50689 -0.53135 -5.46916
C 1.11415 -0.89540 -7.65139
C -0.71499 -3.21083 0.49529
H -4.66485 3.64349 6.66545
H 6.48282 -0.25157 -6.20780
O -5.24267 3.61778 0.63929
F -0.90761 0.99697 1.15699
H -1.32370 -1.93433 -1.12554
H -5.90100 2.06074 5.10289
H -0.55289 1.48484 3.06757
H -5.48663 0.32502 5.11275
O 2.85537 -2.68279 -0.18469
O 2.87264 -1.55834 -4.32748
H 4.81146 0.16003 -7.94445
N -3.09998 5.85051 -0.09152
H -2.25489 1.29369 2.65152
O 2.40303 -4.90746 0.70897
H 0.04696 -1.08893 -7.74607
H -1.56979 2.89085 4.95001
C -2.93812 0.62428 6.15422
C -3.77336 3.02981 6.53113
C 4.14058 -2.18714 0.22232
C 1.62121 -5.97431 1.29415
H -0.87194 6.19677 5.50047
H -4.69607 1.21866 7.18834
C -4.36217 2.93785 1.21638
C -4.14451 1.54820 6.30015
H 1.29970 -6.68834 -0.71200
H -2.45024 0.70998 5.18363
C 5.80444 0.59478 -6.08858
C -1.17307 -1.87606 -0.04629
*
```

LUMO energy: 2.08 eV
Orbital gap: 5.95 eV

This record from OMol25 describes C4H8N2 in the gas phase in a non-equilibrium geometry. The level of theory is ωB97M-V with the def2-TZVPD basis set.

ORCA input file:
```
! wB97M-V def2-TZVPD RIJCOSX def2/J DEFGRID3
* xyz 0 1
H 1.69232 0.91716 -1.60576
N -0.04847 -1.28949 1.52714
H -1.68197 -0.09212 -0.66592
H 1.53080 -0.50707 1.06742
C 0.59967 -0.09284 1.30429
C -0.04604 0.67010 0.02181
C -1.07134 -1.30836 0.70828
H -1.52745 -2.41703 0.44560
H 0.09693 1.22669 -2.11732
H -0.30576 1.69162 0.19344
H 0.84995 -0.19396 -1.83847
C 0.63122 0.68051 -1.42012
N -1.35702 -0.03020 0.23626
H 0.63716 0.74500 2.14335
*
```

SMILES string: C[C@@H]1CN=CN1
Energy relative to the best compared isomer or geometry (same formula, charge and spin): 2.973 eV
LUMO energy: 0.93 eV
Orbital gap: 9.87 eV

> The highest LUMO energy belongs to which entry?

C5H13NO3